This record from the OMol25 dataset describes a single C14H17ClN4O4S molecule in a non-equilibrium geometry. The level of theory is ωB97M-V with the def2-TZVPD basis set.

Positions of all 41 atoms, in Å:
1 C -0.7375 4.7500 -1.1018
2 C -0.1431 3.4135 -0.6846
3 H 0.9339 3.4001 -0.8801
4 H -0.3328 3.2062 0.3707
5 O -0.7558 2.3309 -1.3899
6 C -0.2635 2.0250 -2.5861
7 O 0.6510 2.5893 -3.1225
8 C -0.9933 0.8325 -3.1729
9 H -1.0454 0.9131 -4.2567
10 H -1.9681 0.6934 -2.7118
11 S -0.0065 -0.6595 -2.8284
12 C -0.4265 -0.8655 -1.1560
13 N -1.5072 -0.3425 -0.6007
14 C -1.4477 -0.7285 0.6895
15 C -0.3262 -1.5160 0.9192
16 N 0.3196 -1.5932 -0.2990
17 C 1.5807 -2.2467 -0.5526
18 C 2.6371 -1.7823 0.4107
19 C 2.9943 -0.5185 0.5907
20 C 4.0125 -0.0351 1.5634
21 H 4.4195 -0.8712 2.1241
22 H 3.5620 0.6728 2.2577
23 H 4.8195 0.4770 1.0411
24 Cl 2.2699 0.7519 -0.3546
25 H 3.0941 -2.5392 1.0266
26 H 1.8607 -2.0131 -1.5860
27 H 1.4471 -3.3270 -0.4533
28 C -0.0376 -2.0649 2.2081
29 O 0.8838 -2.7769 2.5482
30 N -1.0152 -1.6608 3.1206
31 C -2.1352 -0.8677 2.9446
32 O -2.8759 -0.6060 3.8639
33 N -2.3377 -0.4011 1.6643
34 C -3.4761 0.4362 1.3582
35 H -3.1443 1.2727 0.7454
36 H -3.8989 0.7841 2.2986
37 H -4.2254 -0.1336 0.8069
38 H -0.8927 -1.9995 4.0687
39 H -0.2994 5.5443 -0.5046
40 H -0.5239 4.9399 -2.1508
41 H -1.8148 4.7464 -0.9543

## Properties
SMILES = CCOC(=O)CSc1nc2c(c(=O)[nH]c(=O)n2C)n1C/C=C(/C)Cl
LUMO energy = 0.0197 Eh
relative energy (zero: lowest compared OMol25 entry of this formula, charge and spin) = 6.5 kJ/mol
net charge = 0
HOMO level = -0.3007 Eh
HOMO-LUMO gap = 8.719 eV
multiplicity = 1
energy = -1922.13075 Eh

This record from the OMol25 dataset describes a molecular structure, C32H41Cl2HfN2OP3 in a non-equilibrium geometry. The level of theory is ωB97M-V with the def2-TZVPD basis set.

Positions of all 82 atoms, in Å:
1 P -1.6383 1.1196 -2.6090
2 C -3.0689 1.8222 -1.9363
3 C -3.0984 3.1630 -2.4259
4 H -2.1327 3.5982 -2.7447
5 C -4.3022 3.8211 -2.5785
6 H -4.3066 4.8024 -3.0493
7 C -5.4782 3.2010 -2.1374
8 H -6.4220 3.7185 -2.2945
9 C -5.4551 1.9605 -1.5011
10 H -6.3885 1.5230 -1.1315
11 C -4.2468 1.2658 -1.3595
12 H -4.1930 0.3004 -0.8268
13 C -0.0723 1.8247 -2.0621
14 C 0.1635 2.8263 -1.0916
15 H -0.6323 3.1085 -0.3733
16 C 1.3855 3.4983 -1.0576
17 H 1.5575 4.3074 -0.3457
18 C 2.3845 3.1745 -1.9810
19 H 3.3274 3.7293 -1.9958
20 C 2.1848 2.1587 -2.9204
21 H 2.9322 1.9262 -3.6690
22 C 0.9859 1.4556 -2.9232
23 H 0.7952 0.6777 -3.6792
24 C -1.6344 -0.5894 -3.0462
25 C -1.9602 -0.4009 -4.4088
26 H -2.2437 0.6290 -4.7101
27 C -1.8683 -1.4440 -5.3065
28 H -2.0779 -1.2419 -6.3533
29 C -1.5100 -2.7127 -4.8372
30 H -1.4368 -3.5213 -5.5605
31 C -1.2614 -2.9442 -3.4860
32 H -1.0140 -3.9527 -3.1518
33 C -1.3187 -1.8874 -2.5612
34 H -1.1710 -2.0653 -1.4851
35 Hf -0.9433 -1.5304 2.9630
36 C 1.5862 -1.4038 2.3660
37 C 2.2499 -0.9284 1.3046
38 H 2.1010 -1.8236 3.2468
39 C 1.4874 -0.3300 0.1389
40 O 1.5749 -1.2601 -0.9178
41 H 1.0966 -0.9760 -1.7138
42 C 0.1342 -0.3145 0.5941
43 H 1.8953 0.6152 -0.1428
44 C -0.9052 -0.2177 1.4327
45 Cl 0.0127 -2.0579 5.1761
46 Cl -3.2366 -1.0292 3.2594
47 P -0.4315 1.3088 3.4718
48 C -1.1088 1.3841 5.1582
49 H -0.4570 0.8158 5.8317
50 H -2.1061 0.9253 5.1552
51 H -1.1740 2.4365 5.4638
52 C 1.3021 1.8351 3.6723
53 H 1.7641 1.9795 2.6842
54 H 1.8491 1.0434 4.2008
55 H 1.3414 2.7751 4.2455
56 C -1.1861 2.7882 2.7101
57 H -2.1760 2.5327 2.3067
58 H -0.5622 3.1870 1.8952
59 H -1.3035 3.5596 3.4887
60 P 4.0739 -1.0227 1.0328
61 C 4.8510 -1.2679 2.6431
62 C 4.6120 0.5470 0.3085
63 H 4.3311 -2.0839 3.1639
64 H 4.7587 -0.3476 3.2389
65 H 5.9190 -1.5221 2.5474
66 H 4.1391 0.6919 -0.6710
67 H 5.7045 0.5890 0.1801
68 H 4.3003 1.3625 0.9744
69 C 4.4773 -2.3865 -0.0813
70 H 4.1966 -3.3318 0.4003
71 H 5.5482 -2.4188 -0.3369
72 H 3.8782 -2.2640 -0.9920
73 H -1.7794 0.2599 0.8819
74 N -0.4438 -5.0665 0.4961
75 C -1.4929 -5.3882 1.3610
76 C -1.8170 -4.2167 2.0097
77 N -0.9140 -3.2249 1.6116
78 C -0.1554 -3.7554 0.6332
79 H 0.0526 -5.7176 -0.1084
80 H -1.8993 -6.3667 1.4851
81 H -2.5706 -3.9933 2.7323
82 H 0.6403 -3.2427 0.0983

## Properties
LUMO energy = -0.2419 Eh
relative energy (zero: lowest compared OMol25 entry of this formula, charge and spin) = 0.0 kJ/mol
net charge = +2
HOMO level = -0.4035 Eh
HOMO-LUMO gap = 4.396 eV
multiplicity = 1
energy = -3420.60606 Eh

This record from the OMol25 dataset describes 2 unconnected molecules or ions with the total composition C27H30FN3O5P2S2 in a non-equilibrium geometry. The level of theory is ωB97M-V with the def2-TZVPD basis set.

Positions of all 70 atoms, in Å:
1 C 2.0256 -4.0989 2.0753
2 C 1.1151 -3.8115 0.8743
3 C -0.2540 -3.2021 1.2699
4 F -0.4726 -3.3318 2.6368
5 C -0.3518 -1.7318 0.9316
6 C 0.6389 -0.8793 1.4036
7 C 0.5717 0.4641 1.0861
8 O 1.5963 1.3001 1.5386
9 C 2.2982 1.8783 0.5054
10 O 2.4706 3.0474 0.5039
11 C 2.9523 1.0188 -0.5280
12 C 4.3468 1.0990 -0.5651
13 C 5.0441 0.3740 -1.5143
14 C 4.3900 -0.4263 -2.4412
15 C 3.0076 -0.5206 -2.3954
16 C 2.3001 0.2023 -1.4414
17 C -0.4758 0.9833 0.3494
18 C -1.4526 0.1191 -0.1200
19 C -1.4107 -1.2412 0.1499
20 N -2.3559 -2.1877 -0.3583
21 C -1.8416 -2.7305 -1.6650
22 C -3.6934 -1.6975 -0.4846
23 C -4.7269 -2.6112 -0.2401
24 P -4.2794 -4.3237 0.2600
25 N -5.7947 -4.9484 0.7287
26 O -4.0397 -4.9976 -1.2526
27 C -6.0604 -2.2395 -0.3641
28 C -6.3759 -0.9531 -0.7497
29 C -5.3773 -0.0198 -1.0029
30 P -5.9965 1.5936 -1.5471
31 O -4.8373 2.5441 -2.0825
32 O -6.5889 2.2462 -0.2316
33 S -7.3629 1.3661 -2.9165
34 C -4.0353 -0.3913 -0.8501
35 S -2.7424 0.7904 -1.1225
36 H 3.0580 -4.0854 1.7312
37 H 1.9333 -3.3519 2.8535
38 H 1.8272 -5.0889 2.4716
39 H 0.9567 -4.7091 0.2853
40 H 1.6186 -3.0864 0.2384
41 H -1.0333 -3.7772 0.7852
42 H 1.4588 -1.2444 1.9981
43 H 4.8454 1.7362 0.1466
44 H 6.1204 0.4368 -1.5650
45 H 4.9630 -0.9574 -3.1829
46 H 2.4577 -1.1388 -3.0858
47 H 1.2246 0.1111 -1.4417
48 H -0.5002 2.0437 0.1419
49 H -0.8220 -2.3880 -1.8078
50 H -2.4461 -2.3802 -2.4992
51 H -1.8274 -3.8142 -1.6377
52 H -6.4748 -5.0309 -0.0247
53 H -5.6159 -5.8844 1.0719
54 H -4.2506 -4.3772 -1.9601
55 H -6.8228 -2.9742 -0.1696
56 H -7.4135 -0.6850 -0.8665
57 H -4.3842 2.1537 -2.8405
58 H -7.0398 3.0765 -0.4381
59 C 4.2136 5.6200 1.9611
60 C 5.3471 6.6098 2.1986
61 C 6.3641 6.6201 1.0508
62 C 6.9790 5.3011 0.8817
63 N 7.4453 4.2654 0.7486
64 H 4.5858 4.5974 1.8981
65 H 3.4925 5.6539 2.7774
66 H 3.6827 5.8441 1.0348
67 H 5.8552 6.3644 3.1332
68 H 4.9384 7.6154 2.3128
69 H 7.1542 7.3460 1.2446
70 H 5.8776 6.8950 0.1138

## Properties
SMILES = CC[C@@H](F)c1cc(OC(=O)c2ccccc2)cc2c1N(C)c1c(P(N)O)ccc(P(O)(O)=S)c1S2.CCCC#N
LUMO energy = -0.0032 Eh
net charge = 0
HOMO level = -0.3127 Eh
HOMO-LUMO gap = 8.423 eV
multiplicity = 1
energy = -3166.38876 Eh